Record 1
Density functional theory data (ωB97M-V/def2-TZVPD) for C26H23IrN8O4Se as an isolated structure.

Last column: Mulliken charge in e.
Positions of all 63 atoms, in Å:
Ir 1.436 -0.460 -0.832  2.73
O 0.034 0.299 -2.040  -0.64
C 0.288 1.084 -3.070  0.16
C -0.821 1.504 -3.830  -1.00
C -0.671 2.335 -4.911  -0.55
C 0.594 2.800 -5.300  -0.85
C 1.687 2.403 -4.582  -0.90
C 1.574 1.547 -3.461  1.07
C 2.801 1.180 -2.826  -0.15
N 2.912 0.428 -1.790  0.10
C 4.197 -0.105 -1.321  -0.79
C 4.101 -0.363 0.172  -0.78
N 2.814 -1.024 0.450  -0.09
C 2.615 -1.652 1.556  -0.36
C 1.352 -2.177 1.995  0.83
C 1.327 -2.848 3.226  -0.85
C 0.167 -3.396 3.720  -0.80
C -1.034 -3.304 2.984  -0.54
C -1.062 -2.662 1.782  -0.83
C 0.117 -2.057 1.258  0.67
O -0.001 -1.443 0.141  -0.56
H -1.796 1.137 -3.540  0.39
H -1.547 2.629 -5.476  0.44
H 0.701 3.449 -6.157  0.42
H 2.676 2.738 -4.873  0.41
H 3.719 1.549 -3.281  0.35
H 5.019 0.577 -1.548  0.54
H 4.364 -1.052 -1.840  0.34
H 4.106 0.580 0.725  0.27
H 4.935 -0.977 0.514  0.58
H 3.460 -1.774 2.231  0.40
H 2.248 -2.933 3.789  0.43
H 0.174 -3.908 4.672  0.44
H -1.938 -3.750 3.376  0.50
H -1.965 -2.582 1.191  0.51
Se -2.902 -0.230 -0.742  0.29
N -2.024 0.328 0.716  -0.28
C -2.860 0.191 1.733  0.47
C -2.522 0.433 3.105  -0.23
C -3.471 0.252 4.052  -0.84
C -4.803 -0.179 3.721  -0.54
C -5.162 -0.448 2.446  -0.77
C -4.187 -0.284 1.408  0.78
N -4.401 -0.546 0.136  -0.82
H -1.509 0.715 3.365  0.52
H -3.228 0.419 5.094  0.43
H -5.520 -0.300 4.521  0.40
H -6.153 -0.790 2.184  0.49
N -0.696 3.130 0.397  -0.57
C 0.059 2.959 1.631  -0.53
C 0.949 1.728 1.502  0.42
O 1.538 1.159 2.368  -0.55
O 1.067 1.382 0.190  -0.39
H -0.793 4.096 0.122  0.23
H -1.608 2.689 0.446  0.12
H 0.384 1.988 -0.276  0.37
H -0.548 2.846 2.529  0.32
H 0.723 3.808 1.797  0.43
N 1.674 -2.045 -2.019  -0.93
C 0.846 -2.294 -2.846  0.89
N 0.039 -2.503 -3.766  -0.62
C -1.194 -2.959 -3.531  0.55
N -2.281 -3.314 -3.389  -0.52

Computed properties:
Total charge: +1
2S+1: 2
E: -115624.7978 eV
E_LUMO (alpha / beta): -3.30 / -6.02 eV
⟨S²⟩: 0.79
Relative energy (zero: lowest compared OMol25 entry of this formula, charge and spin): 0.000 eV
HOMO-LUMO gap (alpha / beta): 7.74 / 4.83 eV

Record 2
Density functional theory data (ωB97M-V/def2-TZVPD) for C26H23OPd as an isolated structure at a distorted geometry.

Last column: Mulliken charge in e.
Positions of all 51 atoms, in Å:
C 0.416 -2.066 1.276  -0.27
C -0.870 -2.399 0.776  -0.70
C -0.823 -2.319 -0.661  -0.82
H -1.745 -2.681 1.361  0.35
C 0.534 -1.991 -1.035  -0.14
C 1.269 -1.744 0.176  -0.94
H 2.308 -1.426 0.228  0.39
H 0.705 -2.042 2.318  0.68
H -1.639 -2.485 -1.357  0.31
H 0.907 -1.923 -2.049  0.33
C -0.943 1.781 0.058  -1.38
C -0.538 2.144 1.428  -0.55
C 0.950 2.002 1.466  -0.32
H -1.098 2.874 2.019  0.42
C 1.372 1.668 0.136  -0.66
C 0.266 1.706 -0.756  -0.16
H 0.291 1.884 -1.834  0.59
H -1.939 1.943 -0.346  0.54
H 1.611 2.519 2.170  0.38
H 2.409 1.621 -0.180  0.44
Pd -0.431 -0.228 -0.146  0.22
O -0.091 -0.256 -3.431  -0.21
C -1.360 -0.701 -3.930  -0.16
C -0.155 -0.981 -4.772  -0.21
H -1.795 -1.548 -3.403  0.01
H -1.998 0.113 -4.265  0.23
H 0.258 -1.993 -4.733  0.33
H 1.007 -1.916 -6.994  0.31
C 0.675 -0.883 -7.122  -0.50
C 0.089 -0.239 -6.000  0.69
C -0.364 1.087 -6.143  -0.38
H -0.809 1.597 -5.281  0.22
C -0.235 1.744 -7.366  -0.53
H -0.603 2.771 -7.454  0.34
C 0.347 1.103 -8.468  -0.41
H 0.418 1.624 -9.424  0.35
C 0.805 -0.219 -8.336  -0.46
H 1.251 -0.728 -9.192  0.35
C 0.003 0.988 2.195  1.16
C 0.085 0.296 3.274  -0.91
C -0.015 0.063 4.651  0.45
C -1.121 0.564 5.417  -0.38
C -1.091 0.538 6.805  -0.40
C -0.044 -0.101 7.494  -0.38
C 0.984 -0.722 6.760  -0.46
C 1.020 -0.624 5.374  -0.55
H -1.959 1.017 4.884  0.39
H -1.897 1.016 7.369  0.33
H -0.035 -0.136 8.587  0.33
H 1.760 -1.281 7.295  0.32
H 1.858 -1.029 4.807  0.40

Computed properties:
Total charge: -1
2S+1: 3
E: -32854.2624 eV
E_LUMO (alpha / beta): 2.59 / 2.59 eV
⟨S²⟩: 2.05
Relative energy (zero: lowest compared OMol25 entry of this formula, charge and spin): 0.000 eV
HOMO-LUMO gap (alpha / beta): 4.12 / 5.19 eV

Record 3
Density functional theory data (ωB97M-V/def2-TZVPD) for C26H24AsF11N3O4STi as an isolated structure at a distorted geometry.

Last column: Mulliken charge in e.
Positions of all 71 atoms, in Å:
Ti -0.214 -0.287 1.244  -0.75
O 2.431 -2.800 -0.495  -0.76
C 1.640 -2.210 0.220  0.02
O 1.149 -1.017 0.089  0.69
C 0.996 -2.888 1.420  0.27
C 1.263 -4.131 1.967  -0.87
C 0.458 -4.576 3.012  -0.48
C -0.625 -3.812 3.437  -0.60
C -0.839 -2.588 2.827  0.54
N 0.000 -2.141 1.896  1.46
C -2.028 -1.648 2.989  0.10
O -2.969 -1.937 3.708  -0.79
O -1.902 -0.625 2.205  -0.65
H 2.076 -4.719 1.566  0.56
H 0.659 -5.534 3.477  0.42
H -1.305 -4.144 4.208  0.53
F -1.970 5.440 4.193  -0.34
C -2.095 4.859 2.980  0.21
C -1.327 3.753 2.649  -0.24
F -0.455 3.287 3.549  -0.25
C -1.477 3.174 1.403  -0.37
F -0.702 2.092 1.099  0.91
C -2.349 3.653 0.416  0.36
S -2.488 2.964 -1.166  -0.49
C -3.106 4.767 0.807  0.07
F -3.995 5.319 -0.048  -0.36
C -2.989 5.362 2.050  0.26
F -3.742 6.439 2.368  -0.33
C -2.714 -2.041 -4.304  -1.09
C -1.283 -1.818 -3.813  -0.98
N -1.166 -0.776 -2.807  0.52
C -0.708 0.526 -3.286  0.34
C -1.761 1.283 -4.079  -1.74
C -1.321 -1.032 -1.483  1.43
C -1.485 -2.468 -1.062  -1.53
N -1.304 -0.131 -0.558  0.34
H -2.781 -2.966 -4.880  0.40
H -3.053 -1.220 -4.933  0.29
H -3.399 -2.113 -3.461  0.23
H -0.642 -1.524 -4.647  0.48
H -0.874 -2.754 -3.433  0.48
H 0.176 0.340 -3.907  0.45
H -0.363 1.111 -2.437  -0.50
H -1.970 0.796 -5.033  0.41
H -1.408 2.294 -4.281  0.42
H -2.688 1.365 -3.513  0.38
H -0.581 -3.043 -1.270  0.27
H -2.321 -2.936 -1.583  0.64
H -1.694 -2.492 0.005  -0.07
H -1.352 0.840 -0.881  -0.54
F 2.118 -0.314 2.445  -0.52
As 1.741 0.432 3.986  2.25
F 3.337 0.167 4.592  -0.52
F 1.233 -1.131 4.569  -0.51
F 1.181 1.162 5.445  -0.52
F 0.092 0.601 3.268  -0.59
F 2.176 1.966 3.340  -0.44
C 1.677 1.842 -0.193  -1.77
C 2.758 1.175 -0.754  0.82
C 3.864 0.689 0.009  -0.30
C 4.901 -0.008 -0.563  -0.44
C 4.948 -0.276 -1.934  -0.62
C 3.889 0.197 -2.709  -0.46
C 2.841 0.895 -2.153  -0.38
H 0.899 2.238 -0.831  0.23
H 1.679 2.134 0.848  0.44
H 3.866 0.873 1.078  0.28
H 5.703 -0.365 0.077  0.34
H 5.760 -0.842 -2.371  0.31
H 3.889 0.014 -3.780  0.31
H 2.046 1.261 -2.792  0.34

Computed properties:
Total charge: -2
2S+1: 2
E: -164701.5511 eV
E_LUMO (alpha / beta): 4.05 / 4.04 eV
⟨S²⟩: 0.76
Relative energy (zero: lowest compared OMol25 entry of this formula, charge and spin): 1.938 eV
HOMO-LUMO gap (alpha / beta): 3.99 / 4.06 eV

Record 4
Density functional theory data (ωB97M-V/def2-TZVPD) for C26H24AuNOS as an isolated structure.

Last column: Mulliken charge in e.
Positions of all 54 atoms, in Å:
Au -0.211 0.002 0.104  0.21
O -0.835 -1.917 0.652  -0.53
S 0.157 -2.925 1.212  0.51
C -0.933 -4.224 1.846  -1.05
C -1.740 -3.654 2.978  0.35
C -1.164 -3.477 4.234  -0.29
C -1.894 -2.915 5.268  -0.64
C -3.210 -2.523 5.054  -0.40
C -3.788 -2.695 3.805  -0.65
C -3.054 -3.256 2.769  -0.22
C 0.852 -3.786 -0.242  -1.02
C -0.181 -4.263 -1.215  0.38
C -0.848 -3.355 -2.035  -0.03
C -1.828 -3.797 -2.912  -0.75
C -2.146 -5.147 -2.982  -0.41
C -1.478 -6.058 -2.175  -0.55
C -0.501 -5.616 -1.295  -0.28
H -0.276 -5.035 2.171  0.57
H -1.552 -4.551 1.011  0.45
H -0.136 -3.784 4.401  0.37
H -1.438 -2.781 6.241  0.38
H -3.782 -2.080 5.859  0.38
H -4.810 -2.385 3.633  0.38
H -3.501 -3.373 1.788  0.37
H 1.450 -4.600 0.174  0.53
H 1.522 -3.043 -0.679  0.47
H -0.599 -2.302 -1.983  0.33
H -2.342 -3.083 -3.544  0.40
H -2.910 -5.490 -3.670  0.38
H -1.716 -7.112 -2.232  0.38
H 0.020 -6.331 -0.666  0.33
C -2.479 4.951 0.181  -0.48
C -1.115 5.194 0.300  -0.61
C -0.190 4.183 0.093  -0.04
C -0.602 2.889 -0.259  0.55
C -1.978 2.662 -0.386  -0.54
C -2.900 3.673 -0.158  -0.61
N 0.313 1.843 -0.443  -0.55
C 1.576 2.089 -0.989  0.44
C 2.679 1.311 -0.612  -0.56
C 3.929 1.507 -1.180  -0.60
C 4.128 2.501 -2.127  -0.49
C 3.045 3.288 -2.503  -0.63
C 1.789 3.085 -1.954  0.00
H -3.197 5.743 0.351  0.37
H -0.765 6.182 0.574  0.35
H 0.867 4.388 0.207  0.48
H -2.314 1.671 -0.672  0.29
H -3.958 3.462 -0.262  0.36
H 2.533 0.549 0.146  0.34
H 4.760 0.886 -0.864  0.36
H 5.105 2.662 -2.564  0.37
H 3.176 4.064 -3.249  0.35
H 0.956 3.698 -2.273  0.49

Computed properties:
E: -45415.8857 eV
E_LUMO: 0.14 eV
HOMO-LUMO gap: 6.54 eV